# 1
C41H28F2MoN9O as an isolated structure, computed with wB97M-V/def2-TZVPD.

Properties
Total charge   +1
HOMO-LUMO gap   6.73 eV
F_max   0.40 eV/Å
Electronic energy   -2415.12520 hartree
Energy relative to the best compared isomer or geometry (same formula, charge and spin)   0.00 kcal per mole

Geometry (Å):
Mo -0.0156 -0.1175 0.4585
F -4.0441 1.8352 -2.6902
F -0.1916 4.4373 -2.6283
O -1.3735 -1.0239 4.4570
N -0.1908 -0.9370 2.4932
N -1.2577 1.3255 1.8451
N 1.9516 -1.4202 1.0517
N 1.0717 -0.1344 -1.3576
N 1.5978 1.2759 1.1361
N -2.2028 -0.6064 0.2638
N -0.3941 -1.5001 -2.6845
N -0.2748 -2.2002 -0.3886
N 2.7641 1.5315 -0.9477
C -4.0825 -1.9848 0.8055
C -0.2632 2.5138 -1.2949
C 0.7847 -1.7937 3.1373
C -1.7898 0.7322 2.9261
C 1.9950 0.8402 -1.6994
C 2.3427 1.9298 -5.3178
C 2.6944 1.6086 0.4204
C -0.8632 3.3562 -2.2083
C -2.5743 3.2560 2.3575
C 3.8499 2.3678 2.3925
C 1.9602 1.0524 -3.1571
C 3.0067 -1.6179 0.2470
C -0.7897 -4.5024 0.0911
C -0.3496 -3.2542 0.4503
C -2.7553 1.3189 3.7202
C 1.3341 1.1095 -5.8250
C -0.5978 -2.4163 -1.6788
C 4.1504 -2.2733 0.6470
C 0.4527 -0.5512 -2.5291
C 1.6326 1.5186 2.4697
C 4.2197 -2.7619 1.9446
C 3.1269 -2.5930 2.7682
C -4.8399 -1.3494 -0.1671
C 2.0050 -1.9268 2.2889
C -2.7975 2.0365 -2.2249
C -2.1321 3.1389 -2.7072
C -1.1335 -0.5391 3.3546
C 2.7067 2.0554 3.1285
C -2.7789 -1.5841 0.9805
C -1.6344 2.5881 1.5958
C -1.2150 -4.6994 -1.2222
C -1.1153 -3.6511 -2.0983
C 3.8317 2.1512 1.0411
C -2.2400 1.1551 -1.2960
C -4.2684 -0.3289 -0.8987
C 2.6743 1.9121 -3.9682
C -2.9449 0.0429 -0.6608
C 0.6287 0.2409 -4.9999
C 0.9611 0.2405 -3.6599
C -3.1763 2.6016 3.4207
C -0.9288 1.3721 -0.8448
H -0.1505 -0.4044 -5.3822
H 4.6671 2.3981 0.4029
H -1.3901 -3.7357 -3.1394
H 1.1020 1.1538 -6.8807
H 4.7243 2.7856 2.8734
H 0.7208 2.7923 -0.9471
H -3.1190 0.7594 4.5705
H -5.8659 -1.6390 -0.3497
H 1.0486 -1.3885 4.1200
H -3.9333 3.0915 4.0182
H -1.1649 3.0800 0.7604
H 0.3897 -2.7950 3.3629
H -2.8257 4.2765 2.1062
H -4.8413 0.1886 -1.6477
H -1.5989 -5.6572 -1.5469
H 2.6512 2.2158 4.1952
H -4.4852 -2.7790 1.4172
H 3.1215 -2.9731 3.7811
H 4.9669 -2.3952 -0.0500
H -2.1585 -2.0595 1.7225
H 2.8698 2.5928 -5.9906
H 3.4507 2.5470 -3.5632
H -2.5911 3.8007 -3.4267
H -0.0692 -3.0644 1.4687
H 0.7515 1.2363 3.0178
H 5.1043 -3.2736 2.2993
H -0.8175 -5.2905 0.8292
H 2.9154 -1.2411 -0.7590

Cartesian forces, eV/Å:
0.18 -0.10 0.35
0.00 0.00 0.00
0.01 -0.01 0.01
0.01 0.00 0.00
0.01 0.00 -0.01
-0.07 0.08 -0.04
-0.03 0.01 -0.05
-0.01 -0.01 -0.13
-0.02 -0.01 -0.02
-0.06 0.01 -0.08
0.00 0.02 -0.02
-0.01 0.00 0.00
0.03 0.06 0.02
-0.04 -0.01 -0.01
-0.04 0.03 -0.02
-0.01 -0.04 -0.04
0.01 -0.02 -0.01
-0.03 -0.02 -0.05
-0.02 -0.01 0.01
-0.02 -0.04 0.03
-0.01 -0.01 0.00
-0.02 0.00 0.04
-0.01 0.00 0.02
-0.02 -0.01 0.00
0.02 0.00 0.00
0.00 0.04 -0.06
-0.01 -0.03 0.02
-0.02 0.02 0.01
0.00 0.00 0.02
-0.01 -0.02 0.04
0.00 0.00 0.01
-0.02 -0.01 0.04
0.02 0.02 0.00
-0.01 0.00 -0.01
0.00 -0.01 -0.01
0.07 0.03 0.00
-0.02 0.03 -0.01
0.02 0.00 0.03
-0.03 -0.01 -0.01
-0.01 -0.01 0.03
-0.02 -0.02 -0.03
0.04 0.00 0.02
0.04 -0.03 -0.02
0.02 -0.01 0.08
0.00 0.02 -0.08
0.02 0.01 0.00
-0.02 -0.08 0.04
-0.06 -0.02 0.00
0.05 0.04 -0.01
0.05 0.05 -0.05
-0.02 -0.01 -0.06
0.02 0.00 0.04
0.02 0.00 -0.03
0.05 0.08 -0.06
0.00 0.00 0.00
0.00 0.00 0.00
0.00 0.00 0.00
-0.01 -0.01 0.00
0.00 0.00 0.00
0.00 -0.01 0.01
0.01 -0.01 0.00
-0.01 0.00 0.00
0.01 0.01 0.00
0.00 0.00 0.00
-0.01 0.00 0.00
0.01 0.01 0.02
0.00 0.00 -0.01
0.00 0.00 -0.01
0.00 0.00 0.00
0.00 0.00 0.00
0.01 0.00 0.01
-0.01 0.00 0.00
0.00 0.00 0.00
0.00 -0.01 0.00
0.01 0.00 0.01
0.00 0.00 0.00
0.01 0.00 0.00
-0.01 -0.02 0.00
0.00 0.02 0.02
0.00 0.00 0.00
0.00 -0.01 0.00
0.00 0.00 0.00

---

# 2
C5H6LiO4Sm as an isolated structure, computed with wB97M-V/def2-TZVPD.

Properties
Total charge   +3
HOMO-LUMO gap (spin up / spin down)   4.66 / 4.87 eV
F_max   3.03 eV/Å
⟨S²⟩   12.006
Electronic energy   -1159.48988 hartree
Spin multiplicity   7

Geometry (Å):
Sm 2.0612 -0.2096 4.5187
O 1.7935 0.6776 1.9431
O 3.5104 0.6360 0.4844
O -3.5360 -1.3421 0.2158
O 1.4275 0.7952 -0.3207
C -0.7776 0.4106 -1.1609
C -1.4811 -1.0043 -0.9336
C 0.1840 0.7548 -0.1306
C -2.9758 -0.9729 -0.7919
C 2.3674 0.7181 0.8650
Li 5.2530 0.4109 1.0787
H -1.5139 1.2381 -1.0954
H -3.5010 -0.2855 -1.4923
H -0.3310 0.4826 -2.1585
H -1.2462 -1.6233 -1.8147
H -0.1767 0.8999 0.8994
H -1.0577 -1.5861 -0.1065

Cartesian forces, eV/Å:
-0.47 0.37 -0.55
-0.08 -0.48 2.13
0.24 0.02 0.48
0.68 -0.31 -1.17
0.47 -0.15 0.01
-0.28 0.62 -0.84
1.16 -0.92 -0.41
-0.82 -0.87 0.62
-1.04 2.08 1.94
-0.17 0.01 -1.24
0.35 0.18 -0.73
-0.18 -0.38 -0.01
-0.06 -0.73 -0.34
0.02 -0.15 0.24
0.12 0.41 0.04
0.15 -0.01 -0.29
-0.09 0.33 0.12

---

# 3
One molecule with the formula C4H5NO, computed with wB97M-V/def2-TZVPD.

Properties
HOMO-LUMO gap   9.87 eV
F_max   2.06 eV/Å
Electronic energy   -285.25915 hartree
Energy relative to the best compared isomer or geometry (same formula, charge and spin)   97.54 kcal per mole

Geometry (Å):
O 1.5588 -0.6439 -1.4346
N 0.8288 -0.9464 -0.2830
C -0.7327 -0.0107 1.2276
C -0.4286 1.0456 -0.9483
C -0.1050 0.1030 -0.0612
C -1.2611 -0.1110 2.3051
H 1.5729 -1.4488 -1.9668
H 1.4465 -0.6647 0.5165
H 0.0526 1.1025 -1.9155
H -1.1867 1.7688 -0.6915
H -1.7456 -0.1945 3.2518

Cartesian forces, eV/Å:
0.59 0.08 -0.72
0.66 1.00 1.68
-0.31 0.08 0.51
-0.02 -0.07 0.18
-1.25 0.26 -0.75
0.23 0.04 -0.43
-0.14 -0.02 0.29
0.21 -1.33 -0.78
-0.05 -0.06 0.14
0.00 0.03 0.00
0.08 0.00 -0.12

---

# 4
A 11-piece molecular cluster, C30H57BBr20F3O3 overall, computed with wB97M-V/def2-TZVPD.

Properties
Total charge   -1
HOMO-LUMO gap   3.75 eV
F_max   3.33 eV/Å
Electronic energy   -53207.66400 hartree

Geometry (Å):
Br -4.2891 6.2852 -1.5327
Br -2.5377 2.5616 -5.2986
Br 0.7504 -6.8931 -0.2952
Br -4.0043 4.2872 2.0687
Br -7.3409 4.5363 -0.4481
Br -5.0417 -8.7587 1.3758
Br -2.5412 -5.2426 -0.3431
Br 7.9568 4.6168 2.7639
Br -3.2837 6.3306 -4.9748
Br -0.5445 5.8026 -2.5715
Br 8.7764 2.1712 5.3996
Br 8.8793 -2.6103 2.8372
Br 3.4542 2.3314 1.1604
Br -1.7712 -10.4421 1.4475
Br -4.1610 2.5171 5.3241
Br 8.8839 0.2424 0.4942
Br 3.8666 4.8562 3.8208
Br -3.4804 0.4841 -2.5209
Br 0.3409 1.0102 -4.1775
Br 2.7670 -1.7498 -3.9640
F 0.9794 0.0390 2.2768
F 1.5951 -1.9334 4.7084
F 3.0884 -1.8133 3.0967
O -1.8615 -0.7193 0.1262
O 4.7242 -0.7075 0.0526
O 0.1688 0.1483 -0.7675
C 2.4527 -1.5969 0.0174
C 0.0027 -2.4070 -0.2833
C -0.2833 1.3635 -0.2354
C 1.8659 -1.6473 3.4774
C -4.5462 0.9591 -4.0772
C -1.6080 7.2947 -4.7714
C 1.1609 -1.5854 -5.0450
C -5.2273 2.9050 2.6843
C -3.5573 -11.1938 1.6106
C -4.5235 -10.5031 0.6879
C -6.9139 6.4359 -0.4204
C -6.1447 6.8443 -1.6478
C -2.0111 -6.9761 -1.0407
C 3.7074 -1.2316 -0.7828
C 0.9119 -1.2059 2.6867
C 2.5071 2.5269 2.8507
C -1.0325 -7.6585 -0.1261
C 0.1482 -3.0091 1.1223
C 7.0316 2.9838 3.2790
C 2.2521 3.9709 3.1711
C -0.1935 -2.1333 2.3299
C -0.4790 6.3582 -4.4348
C -1.3339 1.9863 -1.1594
C 0.9893 -0.1855 -5.5665
C 7.9124 -0.9214 2.9218
C -3.6377 0.9543 -5.2688
C 7.4308 -0.4937 1.5629
C 7.0399 2.7977 4.7708
C -5.5891 3.0886 4.1360
C 1.4389 -2.2707 -0.9116
B -0.5248 -0.9637 -0.3030
H 4.0492 -2.0431 -1.4008
H -0.2286 -2.7996 3.1986
H 7.5078 2.1701 2.7444
H -2.3119 1.5476 -0.9082
H -5.0202 1.9162 -3.8929
H -4.1911 0.9749 -6.2047
H 0.2297 -0.1582 -6.3444
H -6.5460 6.4242 -2.5624
H -2.1932 -1.5726 0.3096
H -5.3141 0.1932 -4.1617
H 3.3966 -0.4110 -1.4195
H 1.1217 -3.4444 1.3247
H -2.9699 0.1010 -5.2675
H -7.8752 6.9426 -0.3847
H 1.9028 4.5396 2.3183
H 2.7475 -2.2579 0.8209
H -0.6333 1.3030 0.7797
H 0.5691 2.0394 -0.2151
H -3.4534 -12.2411 1.3397
H 0.3312 -1.9155 -4.4275
H -6.3742 6.6241 0.5001
H -0.4847 5.4546 -5.0330
H -4.7522 1.9492 2.4700
H -4.1203 -10.3427 -0.3046
H -1.4015 3.0587 -1.0016
H 6.8164 3.7073 5.3136
H 6.9951 -1.3008 0.9905
H -2.9333 -7.5506 -1.1094
H 6.0135 3.1065 2.9142
H -1.6178 -6.8087 -2.0364
H 1.2976 -2.2844 -5.8665
H 1.5339 4.0598 3.9814
H -1.7705 8.0559 -4.0177
H -5.4493 -11.0670 0.6130
H 8.5783 -0.2006 3.3878
H -3.8367 -11.1204 2.6542
H -0.5312 -3.8670 1.1700
H -1.3079 -7.5886 0.9173
H 1.3061 -1.8077 -1.8872
H 4.3036 -0.3885 0.8301
H -6.1121 3.0134 2.0611
H 7.0696 -1.1106 3.5822
H -6.4385 2.4626 4.3970
H -5.8108 4.1183 4.3891
H 1.5737 1.9985 2.7150
H 3.0984 2.0217 3.6047
H 6.3362 2.0232 5.0643
H 1.9092 0.2406 -5.9480
H -0.9205 -8.6989 -0.3992
H -1.4350 7.7726 -5.7321
H -1.1656 -1.6662 2.3236
H -1.0707 1.8478 -2.1900
H -6.1120 7.9272 -1.7356
H 6.7071 0.3112 1.6489
H 1.7708 -3.2962 -1.0961
H 0.4788 6.8589 -4.5487
H 2.1176 -0.6582 0.4383

Cartesian forces, eV/Å:
-0.04 -0.05 0.11
-0.29 0.08 -0.15
-0.03 0.05 0.08
-0.01 -0.05 0.02
0.05 0.00 0.07
0.10 0.02 -0.10
0.01 -0.04 -0.14
0.02 -0.08 0.00
0.03 0.07 -0.18
-0.03 -0.08 -0.07
0.00 0.07 0.05
0.07 0.05 0.04
0.11 -0.05 0.16
-0.14 -0.27 0.26
0.05 0.07 0.02
0.00 -0.01 0.01
-0.03 0.10 -0.06
-1.04 -0.43 -0.58
0.45 -0.24 -0.04
0.14 0.04 -0.58
0.60 1.64 -2.73
0.39 -2.55 2.10
2.85 0.93 0.88
0.57 1.86 -0.06
1.59 -0.73 -0.63
-0.10 -0.08 0.43
1.18 -0.16 -1.52
1.79 2.28 0.13
0.27 1.31 -1.49
-0.52 0.56 -0.91
0.09 -0.57 0.43
-0.17 -0.12 -0.27
0.33 -0.19 -0.03
0.04 0.16 -0.14
0.31 -0.13 -0.19
-0.31 0.15 0.23
-0.31 -0.10 -0.11
0.40 0.10 0.14
-0.40 0.18 0.26
-1.38 0.99 0.63
-2.46 -1.20 0.46
-0.01 0.09 -0.39
0.41 0.18 -0.35
-1.52 -0.50 -0.90
-0.15 0.27 -0.11
0.09 0.02 0.33
-0.30 0.43 1.52
0.13 0.11 0.34
-0.20 0.10 1.76
-0.32 0.20 0.14
-0.02 -0.16 0.05
-0.09 0.34 -0.48
0.20 0.16 0.03
0.10 -0.30 -0.01
0.05 -0.30 0.05
-1.59 -0.96 0.96
-0.79 -1.98 -0.13
0.56 -0.44 0.00
0.00 -0.23 0.18
0.12 -0.04 0.01
0.81 0.50 -0.13
0.08 0.11 -0.02
-0.08 0.02 -0.01
-0.03 -0.06 -0.06
-0.09 -0.07 -0.01
-0.68 -1.41 0.19
-0.01 -0.03 -0.15
-0.05 0.06 -0.63
0.39 -0.04 -0.17
0.10 -0.03 0.07
-0.03 0.03 -0.03
0.02 -0.01 -0.10
0.01 -0.31 0.17
-0.38 -0.31 0.46
0.42 0.07 0.02
-0.04 -0.04 -0.05
-0.05 0.08 0.09
0.12 -0.01 0.01
-0.07 -0.05 -0.06
-0.03 0.07 0.12
0.10 -0.03 -0.04
-0.07 0.34 0.18
-0.01 0.10 -0.02
-0.12 -0.02 -0.05
0.02 -0.11 0.04
-0.01 -0.01 0.04
0.13 0.00 -0.03
-0.03 0.01 -0.07
-0.03 -0.03 0.04
0.05 -0.01 0.12
-0.01 -0.08 0.02
0.01 0.00 -0.04
-0.09 0.07 0.05
-0.09 -0.25 0.49
-0.10 0.09 0.06
0.36 0.28 0.35
-0.63 0.43 0.96
-0.04 0.01 0.00
-0.08 -0.01 -0.03
-0.04 -0.03 -0.06
0.01 0.08 -0.07
-0.12 0.01 -0.01
0.03 0.01 0.11
-0.06 -0.03 -0.04
0.11 -0.06 -0.02
0.01 -0.07 -0.13
0.07 -0.01 -0.04
-0.43 0.26 -0.45
-0.03 -0.25 -0.35
-0.08 0.05 0.05
-0.11 0.00 -0.02
0.48 -0.10 -0.25
0.01 0.06 -0.04
-0.46 0.13 0.03